one:
16
Properties=species:S:1:pos:R:3 method="wB97M-V/def2-TZVPD" homo_energy_ev="-6.66 / -6.78" lumo_ev="0.4 / 0.6"
C -0.647 -0.295 -1.123
C 0.597 0.604 1.576
N 0.582 -0.674 -0.701
N -0.700 0.606 -2.203
N -0.663 1.017 1.261
C 0.909 -1.313 0.525
O 2.035 -1.762 0.731
H 1.396 -0.329 -1.203
H -1.453 -1.012 -1.039
H -1.612 0.677 -2.627
H -0.329 1.529 -2.008
H -1.369 0.596 1.857
H -0.933 0.761 0.248
H -0.008 -1.694 1.014
H 0.766 0.130 2.533
H 1.426 1.160 1.157

two:
16
Properties=species:S:1:pos:R:3 method="wB97M-V/def2-TZVPD" homo_energy_ev=-9.01 lumo_ev=1.0 smiles="NCNC(=O)CN"
N -1.819 -1.748 1.384
C -1.633 -0.664 0.507
N -0.217 -0.355 0.274
C 0.202 0.381 -0.787
O -0.464 0.572 -1.792
C 1.492 1.173 -0.641
N 2.273 0.831 0.563
H -1.864 -2.682 1.021
H -1.968 -1.622 2.364
H -2.137 0.227 0.881
H -2.064 -0.826 -0.483
H 0.508 -0.846 0.776
H 1.175 2.213 -0.760
H 2.129 0.928 -1.483
H 2.209 1.603 1.233
H 3.256 0.948 0.331

Relative to the most stable one, in kJ/mol, the structures come out at one 302.7; two 0.0.

one:
7
Properties=species:S:1:pos:R:3 method="wB97M-V/def2-TZVPD" homo_energy_ev=-11.57 lumo_ev=-0.5 smiles="NS(=O)(=O)Cl"
N -0.993 0.415 0.185
S 0.639 -0.146 0.009
O 0.717 -1.651 0.050
O 1.498 0.673 0.862
Cl 0.924 0.527 -1.941
H -1.504 -0.321 -0.233
H -1.281 0.503 1.068

two:
7
Properties=species:S:1:pos:R:3 method="wB97M-V/def2-TZVPD" homo_energy_ev=-10.75 lumo_ev=-0.6
N -0.713 0.128 -1.293
O 0.266 -1.241 0.969
O 0.765 0.575 -0.604
S 1.130 -0.106 0.811
Cl 0.365 1.357 2.145
H -1.310 0.117 -0.467
H -0.502 -0.830 -1.560

Relative to the most stable one, in kJ/mol, the structures come out at one 0.0; two 144.9.

one:
11
Properties=species:S:1:pos:R:3 method="wB97M-V/def2-TZVPD" homo_energy_ev=-9.07 lumo_ev=0.9 smiles="C=NS.C"
C 1.077 -1.470 -0.246
N 1.743 -0.651 0.420
S 1.429 0.944 0.345
H 1.447 -2.399 -0.115
H 0.233 -1.363 -0.965
H 2.411 1.444 1.049
C -1.715 0.697 -0.170
H -1.176 -0.018 -0.693
H -1.554 0.274 0.852
H -1.092 1.706 -0.255
H -2.803 0.836 -0.222

two:
11
Properties=species:S:1:pos:R:3 method="wB97M-V/def2-TZVPD" homo_energy_ev=-8.81 lumo_ev=0.8 smiles="C=NC.S"
C -0.250 -0.606 1.295
N -0.329 0.559 0.835
C 0.792 1.382 0.417
H 0.590 -1.030 1.858
H -1.017 -1.316 0.945
H 0.732 2.329 0.960
H 1.736 0.917 0.736
H 0.749 1.435 -0.670
S -0.578 -0.873 -2.428
H -1.917 -0.651 -2.085
H -0.508 -2.146 -1.863

three:
11
Properties=species:S:1:pos:R:3 method="wB97M-V/def2-TZVPD" homo_energy_ev=-8.60 lumo_ev=0.0 smiles="C=NC.S"
C -1.571 0.452 0.837
N -0.397 0.563 0.241
C -0.439 -0.329 -0.984
H -2.243 -0.356 0.435
H -1.503 0.848 1.815
H -1.387 -0.033 -1.420
H 0.400 -0.073 -1.624
H -0.216 -1.341 -0.622
S 2.534 0.161 0.559
H 3.622 -0.569 0.083
H 1.201 0.677 0.681

four:
11
Properties=species:S:1:pos:R:3 method="wB97M-V/def2-TZVPD" homo_energy_ev="-8.25 / -8.19" lumo_ev="0.2 / 0.2"
C 0.279 1.461 0.295
C -1.106 -1.052 0.250
N 1.720 -0.667 -1.200
S 0.491 -0.297 0.783
H -0.229 1.284 -0.680
H 1.119 2.085 0.163
H -0.499 1.980 0.881
H -1.965 -0.614 0.828
H -0.913 -2.162 0.291
H -1.280 -0.621 -0.805
H 2.383 -1.396 -0.805

Relative to the most stable one, in kJ/mol, the structures come out at one 32.5; two 0.0; three 211.0; four 267.6.

one:
11
Properties=species:S:1:pos:R:3 method="wB97M-V/def2-TZVPD" homo_energy_ev=-9.30 lumo_ev=1.0 smiles="C=NC.S"
C -0.242 -1.612 -0.108
N 0.408 -0.596 0.279
C -0.242 0.277 1.240
H 0.291 -2.351 -0.697
H -1.278 -1.775 0.201
H 0.367 0.262 2.146
H -1.294 0.031 1.416
H -0.091 1.302 0.885
S 1.227 1.523 -2.071
H 0.169 2.356 -1.984
H 0.685 0.582 -1.308

two:
11
Properties=species:S:1:pos:R:3 method="wB97M-V/def2-TZVPD" homo_energy_ev=-9.75 lumo_ev=1.0 smiles="C=NC.S"
C -0.201 -2.332 -0.368
N -0.411 -1.200 0.132
C 0.592 -0.174 -0.159
H 0.561 -2.543 -1.127
H -0.951 -3.106 -0.208
H 1.441 -0.613 -0.689
H 0.933 0.246 0.782
H 0.175 0.599 -0.805
S -0.913 3.589 1.151
H -1.424 2.423 0.721
H 0.198 3.112 0.568

three:
11
Properties=species:S:1:pos:R:3 method="wB97M-V/def2-TZVPD" homo_energy_ev=-8.68 lumo_ev=1.0 smiles=NCCS
N 0.843 -1.017 1.267
C -0.159 -0.708 0.124
C 0.121 0.610 -0.543
S -1.152 1.752 -0.636
H 0.571 -0.711 2.232
H 0.873 -2.064 1.361
H -0.189 -1.412 -0.616
H -1.222 -0.756 0.339
H 0.268 0.663 -1.633
H 0.939 1.164 -0.131
H -0.893 2.481 -1.765

Relative to the most stable one, in kJ/mol, the structures come out at one 0.0; two 5.7; three 30.6.

one:
20
Properties=species:S:1:pos:R:3 method="wB97M-V/def2-TZVPD" homo_energy_ev="-18.94 / -19.21" lumo_ev="-12.0 / -12.2" charge=+2
C -0.061 -0.975 -1.331
C -1.326 -0.619 0.773
C 1.636 0.656 -1.312
C -0.075 1.129 2.001
N -1.178 -1.384 -0.430
N 0.304 0.359 -1.049
N -0.171 -0.120 1.262
H 0.795 -1.701 -1.419
H -0.376 -0.998 -2.393
H -2.064 0.282 0.700
H -1.810 -1.430 1.405
H 1.823 1.625 -0.834
H 2.270 -0.208 -1.039
H 1.757 0.897 -2.430
H 0.819 1.237 2.627
H -0.088 1.963 1.389
H -0.843 1.098 2.725
H -1.735 -2.187 -0.533
H -0.399 1.114 -1.283
H 0.722 -0.739 1.172

two:
20
Properties=species:S:1:pos:R:3 method="wB97M-V/def2-TZVPD" homo_energy_ev=-18.96 lumo_ev=-9.2 smiles="C=[NH+]C[NH2+]NCC" charge=+2
C -1.688 -1.377 0.120
N -2.131 -0.224 -0.072
C -1.312 0.829 -0.633
N -0.440 1.205 0.503
N 0.180 0.071 1.130
C 1.496 -0.229 0.606
C 1.643 -0.451 -0.924
H -2.354 -2.023 0.639
H -0.769 -1.751 -0.319
H -3.144 -0.027 0.308
H -0.678 0.400 -1.459
H -1.896 1.664 -0.911
H 0.185 1.963 0.170
H -1.091 1.720 1.229
H 0.192 0.229 2.161
H 2.191 0.665 0.767
H 1.871 -1.080 1.069
H 1.041 -1.479 -1.069
H 1.260 0.406 -1.493
H 2.755 -0.708 -1.187

Relative to the most stable one, in kJ/mol, the structures come out at one 156.8; two 0.0.

one:
20
Properties=species:S:1:pos:R:3 method="wB97M-V/def2-TZVPD" homo_energy_ev=-16.73 lumo_ev=-6.7 charge=+2
N 0.130 2.594 1.539
C 0.229 1.692 0.503
C 0.192 0.332 0.799
N 0.147 0.030 2.220
C 0.095 -0.747 -0.199
C -0.148 -0.444 -1.694
N -0.105 -1.911 -2.394
H -0.737 2.731 2.144
H 0.553 3.433 1.180
H 0.171 2.013 -0.520
H -0.185 0.930 2.596
H -0.648 -0.650 2.352
H 0.956 -0.278 2.893
H 1.041 -1.476 -0.032
H -0.786 -1.337 0.106
H 0.702 0.081 -2.131
H -1.091 0.095 -1.995
H -1.093 -2.265 -2.518
H 0.136 -2.600 -1.632
H 0.442 -2.220 -3.217

two:
20
Properties=species:S:1:pos:R:3 method="wB97M-V/def2-TZVPD" homo_energy_ev="-17.37 / -18.56" lumo_ev="-10.3 / -9.4" charge=+2
C -1.851 -0.071 0.202
C 1.223 -1.394 -0.379
C 0.873 1.044 -1.070
C 0.899 -0.003 -0.067
N -2.385 -0.769 -0.786
N -2.431 0.831 0.963
N 1.270 0.333 1.366
H 2.310 -1.568 -0.385
H 1.024 -1.517 -1.468
H 0.759 -2.125 0.470
H 1.849 1.252 -1.502
H 0.640 2.056 -0.624
H 0.111 0.629 -1.898
H -1.944 -1.336 -1.450
H -3.279 -0.496 -1.183
H -2.017 1.250 1.712
H -3.451 0.893 0.925
H 1.917 1.087 1.469
H 1.716 -0.608 1.777
H 0.452 0.565 1.884

Relative to the most stable one, in kJ/mol, the structures come out at one 0.0; two 234.6.

one:
19
Properties=species:S:1:pos:R:3 method="wB97M-V/def2-TZVPD" homo_energy_ev=-8.37 lumo_ev=-3.9
C 0.525 -1.316 -1.824
C -0.618 -0.909 -0.936
C 0.870 -0.698 -0.465
N 1.232 0.667 -0.548
C 0.449 1.554 0.249
C 0.245 1.022 1.731
O -2.517 0.618 0.625
O 1.347 -1.747 0.446
H 0.716 -2.382 -1.853
H 0.810 -0.699 -2.676
H -1.181 -0.097 -1.370
H 2.138 -1.307 -0.122
H -1.188 -1.671 -0.324
H -3.473 0.579 0.718
H 0.867 2.552 0.211
H -0.604 1.496 -0.139
H 0.758 0.065 1.873
H -0.783 0.638 1.781
H 0.408 1.635 2.622

two:
19
Properties=species:S:1:pos:R:3 method="wB97M-V/def2-TZVPD" homo_energy_ev=-9.60 lumo_ev=0.7 smiles="C[C@H](CO)N(C)C=O"
C 0.252 -0.822 -1.519
C 0.630 -0.395 -0.108
C 0.404 -1.521 0.874
O 1.211 -2.667 0.571
N -0.126 0.814 0.333
C 0.568 2.093 0.114
C -1.459 0.872 -0.001
O -2.076 1.916 -0.067
H 0.873 -1.648 -1.884
H 0.364 -0.020 -2.249
H -0.738 -1.271 -1.539
H 1.673 -0.096 -0.093
H 0.546 -1.262 1.925
H -0.600 -1.932 0.777
H 2.151 -2.452 0.573
H 0.160 2.802 0.819
H 0.402 2.476 -0.895
H 1.631 1.961 0.235
H -2.025 -0.050 -0.181

Relative to the most stable one, in kJ/mol, the structures come out at one 918.2; two 0.0.

one:
19
Properties=species:S:1:pos:R:3 method="wB97M-V/def2-TZVPD" homo_energy_ev=-8.85 lumo_ev=0.9 smiles="CN[C@H](C=O)[C@H](C)O"
C 0.563 1.098 -2.188
N 0.507 1.225 -0.699
C -0.074 0.014 -0.151
C -1.631 0.238 0.291
O -2.159 0.957 -0.462
C 0.614 -0.591 1.048
C 2.022 -1.112 0.776
O -0.343 -1.535 1.561
H -0.393 0.818 -2.687
H 1.325 0.284 -2.296
H 0.858 1.982 -2.757
H -0.023 1.994 -0.370
H -0.289 -0.727 -0.903
H -2.238 -0.275 0.995
H 0.849 0.254 1.857
H 2.061 -2.038 0.226
H 2.707 -0.453 0.280
H 2.513 -1.344 1.702
H 0.143 -2.323 1.399

two:
19
Properties=species:S:1:pos:R:3 method="wB97M-V/def2-TZVPD" homo_energy_ev=-9.63 lumo_ev=0.9 smiles="[H]/N=C(/C)[C@H](O)OCC"
H 1.665 -1.621 2.197
N 1.107 -2.177 1.547
C 0.811 -1.570 0.488
C 0.038 -2.252 -0.593
C 1.128 -0.087 0.217
O 1.892 0.496 1.241
O -0.133 0.491 0.094
C -0.436 1.793 -0.665
C -1.916 1.876 -0.413
H -0.255 -3.244 -0.263
H -0.843 -1.665 -0.843
H 0.653 -2.336 -1.490
H 1.729 0.019 -0.699
H 1.319 0.587 2.014
H 0.145 2.596 -0.204
H -0.167 1.630 -1.712
H -2.511 1.773 -1.314
H -2.029 0.947 0.222
H -2.197 2.743 0.177

Relative to the most stable one, in kJ/mol, the structures come out at one 87.3; two 0.0.

one:
19
Properties=species:S:1:pos:R:3 method="wB97M-V/def2-TZVPD" homo_energy_ev=-8.39 lumo_ev=-3.7
O 0.247 1.295 -2.368
C 1.047 1.563 -1.495
N 1.079 -1.774 -0.385
C 0.520 -1.513 0.723
C -0.240 -0.213 0.930
C -1.356 0.006 -0.035
O -1.718 -1.565 2.307
C 1.101 2.373 -0.328
H 1.116 -0.937 -0.971
H 0.543 -2.268 1.502
H -1.734 -1.819 3.243
H -0.889 -0.678 1.933
H 0.296 0.665 1.307
H -2.138 -0.728 0.130
H -1.648 1.028 0.206
H -1.081 0.075 -1.104
H 2.013 0.996 -1.474
H 2.101 2.622 -0.013
H 0.229 2.828 0.127

two:
19
Properties=species:S:1:pos:R:3 method="wB97M-V/def2-TZVPD" homo_energy_ev=-8.53 lumo_ev=0.1
C 0.254 1.375 -1.142
C 1.502 0.177 0.688
C -0.315 2.161 0.807
C -0.912 -0.141 0.693
C -0.365 -1.469 -0.255
H 1.174 1.987 -1.013
H -0.582 1.975 -1.551
H -0.074 0.420 -1.718
H 1.464 -0.055 1.782
H 1.538 -0.567 -0.047
H 2.019 1.214 0.393
H -0.582 2.129 1.880
H 0.795 2.921 0.726
H -1.211 2.534 0.298
H -1.995 -0.083 0.398
H -0.785 -0.019 1.693
N 0.057 0.833 0.243
O 0.668 -2.237 0.130
O -1.061 -1.626 -1.291

three:
19
Properties=species:S:1:pos:R:3 method="wB97M-V/def2-TZVPD" homo_energy_ev="-6.03 / -6.12" lumo_ev="0.7 / 0.7"
C -1.279 0.683 1.547
C 0.424 -0.454 0.268
C -0.542 0.072 -0.596
N 1.479 0.208 0.768
C 0.692 -0.409 -2.143
C 0.477 -1.508 -2.851
O -1.219 0.077 2.826
O -0.604 1.944 1.575
H -0.308 -0.214 2.960
H -0.931 2.463 2.329
H -2.344 0.825 1.337
H 0.422 -1.527 0.430
H 1.372 1.211 0.881
H 2.261 -0.310 1.133
H -0.658 1.129 -0.777
H -1.349 -0.576 -0.895
H 1.357 0.386 -2.480
H -0.194 -2.292 -2.496
H 0.947 -1.706 -3.816

four:
19
Properties=species:S:1:pos:R:3 method="wB97M-V/def2-TZVPD" homo_energy_ev=-9.28 lumo_ev=0.8
C 1.818 -0.523 -0.140
C 1.796 -0.898 -1.594
O 1.347 -1.268 0.728
C 0.346 1.418 -0.310
C 0.033 2.308 -1.073
H 0.037 -0.693 1.667
H 2.574 0.228 0.131
H 0.972 -1.572 -1.817
H 1.734 -0.010 -2.221
H 2.731 -1.416 -1.826
H -0.072 3.154 -1.706
C -1.911 -0.585 0.938
N -0.773 -0.017 1.706
O -2.793 0.452 0.636
H -2.650 0.707 -0.289
H -0.264 0.847 0.956
H -1.041 0.247 2.648
H -1.455 -1.024 0.045
H -2.430 -1.355 1.520

Relative to the most stable one, in kJ/mol, the structures come out at one 323.5; two 137.1; three 188.8; four 0.0.

one:
19
Properties=species:S:1:pos:R:3 method="wB97M-V/def2-TZVPD" homo_energy_ev=-9.51 lumo_ev=0.9 smiles="C/C(O)=N/C[C@H](C)O"
C 2.442 -0.448 1.844
C 1.248 -0.458 0.950
O 1.534 -0.894 -0.288
N 0.082 -0.068 1.332
C -1.069 -0.318 0.451
C -1.240 0.767 -0.627
C -1.807 0.185 -1.914
O 0.026 1.346 -0.953
H 2.403 0.420 2.506
H 2.455 -1.364 2.438
H 3.359 -0.391 1.250
H 0.899 -0.528 -0.929
H -0.992 -1.319 0.007
H -1.977 -0.353 1.066
H -1.889 1.570 -0.261
H -1.819 0.941 -2.706
H -1.174 -0.632 -2.281
H -2.821 -0.198 -1.770
H 0.339 1.740 -0.114

two:
19
Properties=species:S:1:pos:R:3 method="wB97M-V/def2-TZVPD" homo_energy_ev=-9.51 lumo_ev=0.9 smiles="C[C@@H](N)CCC(=O)O"
C 2.395 -0.397 -0.543
C 0.928 -0.838 -0.475
N 0.633 -1.846 0.546
C 0.038 0.418 -0.208
C -1.331 0.107 0.313
C -2.282 1.278 0.137
O -2.689 1.806 -0.858
O -2.663 1.758 1.354
H 2.406 0.689 -0.769
H 2.936 -0.585 0.383
H 3.006 -0.566 -1.440
H 0.611 -1.200 -1.452
H 1.025 -2.744 0.292
H 0.984 -1.474 1.420
H 0.602 1.201 0.307
H -0.095 0.835 -1.217
H -1.377 -0.217 1.345
H -1.802 -0.639 -0.342
H -3.328 2.416 1.206

three:
19
Properties=species:S:1:pos:R:3 method="wB97M-V/def2-TZVPD" homo_energy_ev=-7.86 lumo_ev=0.9 smiles="CC(=O)O.C=CNC"
C -0.494 0.502 2.209
C 0.705 0.330 1.329
O 1.381 -0.738 1.245
O 1.146 1.479 0.827
H -1.247 1.104 1.707
H -0.902 -0.467 2.478
H -0.182 1.024 3.115
H 1.866 1.306 0.193
C 1.413 0.297 -2.100
C 0.156 0.155 -1.660
N -0.217 -0.639 -0.600
C -1.598 -1.068 -0.539
H 1.648 1.001 -2.880
H 2.218 -0.321 -1.726
H -0.645 0.739 -2.109
H 0.662 -1.164 0.059
H -2.274 -0.214 -0.648
H -1.842 -1.791 -1.327
H -1.794 -1.535 0.426

four:
19
Properties=species:S:1:pos:R:3 method="wB97M-V/def2-TZVPD" homo_energy_ev=-8.92 lumo_ev=0.9 smiles="CN[C@H](CO)CC=O"
C -1.943 0.764 0.864
N -0.905 -0.144 1.327
C 0.258 -0.319 0.435
C 1.332 0.671 0.849
O 2.031 1.304 -0.240
C -0.081 -0.317 -1.089
C 0.593 -1.426 -1.868
O 1.217 -2.315 -1.345
H -2.652 0.976 1.664
H -2.531 0.445 -0.002
H -1.464 1.704 0.593
H -1.290 -1.034 1.623
H 0.510 -1.373 0.574
H 2.029 0.132 1.503
H 0.960 1.546 1.380
H 2.614 0.649 -0.627
H 0.149 0.674 -1.474
H -1.161 -0.391 -1.229
H 0.335 -1.542 -2.938

Relative to the most stable one, in kJ/mol, the structures come out at one 21.8; two 0.0; three 143.4; four 125.2.

one:
19
Properties=species:S:1:pos:R:3 method="wB97M-V/def2-TZVPD" homo_energy_ev=-9.55 lumo_ev=0.7 smiles="CC(=O)NC[C@H](C)O"
C 1.921 0.052 1.242
C 0.540 0.403 1.754
O 0.345 1.132 2.712
N -0.522 -0.393 1.327
C -0.537 -1.009 0.018
C -0.356 -0.070 -1.190
C -1.369 1.048 -1.205
O -0.445 -0.882 -2.369
H 2.425 0.867 0.724
H 1.944 -0.794 0.565
H 2.505 -0.215 2.122
H -1.361 -0.265 1.862
H 0.174 -1.834 -0.084
H -1.524 -1.471 -0.108
H 0.669 0.322 -1.146
H -1.628 1.338 -2.212
H -2.208 0.766 -0.564
H -0.993 1.962 -0.730
H 0.421 -0.958 -2.720

two:
19
Properties=species:S:1:pos:R:3 method="wB97M-V/def2-TZVPD" homo_energy_ev=-7.60 lumo_ev=0.6
C -1.897 0.279 1.721
O -1.016 -0.140 0.661
H -0.070 -0.875 0.608
H -2.670 0.912 1.289
H -1.343 0.838 2.477
H -2.355 -0.612 2.148
C 1.098 -1.581 -1.568
C -0.153 0.974 -0.110
C 1.217 -0.919 -0.225
C -0.734 1.444 -1.220
O 0.568 1.747 0.723
N 2.379 -0.804 0.307
H 1.319 1.222 1.046
H 2.328 -0.435 1.264
H 0.272 -1.141 -2.132
H 0.857 -2.639 -1.426
H 2.023 -1.488 -2.142
H -1.493 0.882 -1.741
H -0.330 2.337 -1.679

Relative to the most stable one, in kJ/mol, the structures come out at one 0.0; two 499.7.